Entry from OMol25: C5H8N2O in the gas phase at a distorted geometry (ωB97M-V with the def2-TZVPD basis set).

Relative energy (zero: lowest compared OMol25 entry of this formula, charge and spin)   608.4 kJ/mol
SMILES   [H]/N=C/N1C=C[C@@H](C)O1
Net charge   0
Orbital gap   9.6 eV

CARTESIAN COORDINATES (ANGSTROEM)
C -1.41 -1.23 -0.29
C -1.10 -0.27 0.74
C 2.16 0.30 0.11
C 0.00 1.59 -0.15
C -1.20 1.06 0.03
H -1.08 -2.46 -0.37
H -2.53 -1.06 -0.39
H -0.75 -0.90 -1.36
H -1.64 -0.65 1.81
H 2.62 1.15 -0.41
H 3.13 -1.19 -0.45
H 0.32 2.48 -0.75
H -2.10 1.64 -0.32
N 1.00 0.87 0.74
N 2.30 -1.03 -0.02
O 0.27 -0.31 1.08